A 2-piece molecular cluster, C9H14O overall in a non-equilibrium geometry, computed with ωB97M-V/def2-TZVPD.

Last column: Löwdin charge in e.
Cartesian coordinates (Å):
C 2.387 -1.201 -1.691  -0.164
C 1.684 -2.477 -2.227  -0.163
H 2.583 -1.209 -0.568  0.069
H 3.330 -1.041 -2.101  0.017
H 1.653 -0.315 -2.023  0.106
H 1.519 -2.295 -3.306  0.066
H 0.778 -2.490 -1.751  0.019
H 2.255 -3.409 -2.289  0.065
C 1.477 -0.014 2.465  -0.069
C 0.385 0.213 1.493  -0.287
C 0.569 1.214 0.594  -0.085
C -0.881 -0.560 1.365  -0.023
C -0.454 1.613 -0.298  0.007
C -1.858 -0.204 0.509  -0.069
C -1.669 0.894 -0.282  -0.327
O -2.769 1.351 -1.000  -0.003
H 2.271 0.750 2.354  0.084
H 1.893 -0.933 2.100  0.065
H 1.554 1.770 0.650  0.130
H -1.164 -1.161 2.311  0.137
H -0.137 2.277 -1.017  0.082
H -2.879 -0.596 0.531  0.129
H -2.629 1.214 -1.976  0.129
H 1.279 -0.237 3.519  0.083

SMILES string ... Cc1ccc(O)cc1.CC
Molar mass ... 138.2 g/mol
ΔE to the lowest compared entry with this formula, charge and spin ... 41.23 kcal/mol
Spin multiplicity ... 1

***

One molecule with the formula C18H23N3O5S2 in a non-equilibrium geometry, computed with ωB97M-V/def2-TZVPD.

Last column: Löwdin charge in e.
Cartesian coordinates (Å):
C 1.865 3.850 -0.864  -0.056
C 2.702 3.126 0.173  -0.215
H 2.095 2.439 0.773  0.126
H 3.193 3.829 0.853  0.131
O 3.714 2.370 -0.508  -0.011
C 4.562 1.693 0.259  -0.590
O 4.520 1.652 1.456  0.118
C 5.599 0.992 -0.605  -0.328
H 5.213 0.830 -1.611  0.094
H 6.502 1.601 -0.650  0.096
S 6.123 -0.589 0.139  1.040
C 4.573 -1.318 0.312  -0.664
N 4.298 -2.469 0.847  0.050
N 2.969 -2.620 0.768  0.105
C 2.480 -1.566 0.190  -0.273
C 1.097 -1.277 -0.103  -0.129
C 0.747 -0.079 -0.727  0.006
C -0.583 0.192 -0.990  -0.036
C -1.547 -0.734 -0.639  -0.265
C -1.211 -1.931 -0.030  -0.036
C 0.114 -2.206 0.246  0.010
H 0.416 -3.124 0.724  0.119
H -1.996 -2.627 0.217  0.120
S -3.270 -0.417 -1.026  0.678
O -3.389 0.964 -1.410  -0.285
O -3.717 -1.412 -1.955  -0.272
N -3.966 -0.753 0.458  -0.245
C -5.298 -1.322 0.415  -0.194
C -6.363 -0.251 0.191  -0.146
H -6.198 0.201 -0.790  0.124
H -7.353 -0.712 0.198  0.121
C -6.267 0.828 1.272  -0.387
C -7.312 1.918 1.053  -0.070
H -7.243 2.675 1.831  0.076
H -8.314 1.496 1.071  0.076
H -7.157 2.399 0.090  0.083
C -4.854 1.415 1.256  -0.154
C -3.811 0.310 1.428  -0.191
H -2.802 0.710 1.305  0.119
H -3.890 -0.139 2.425  0.132
H -4.677 1.908 0.300  0.106
H -4.738 2.149 2.055  0.121
H -6.443 0.359 2.248  0.142
H -5.299 -2.048 -0.398  0.112
H -5.468 -1.841 1.365  0.131
H -0.896 1.108 -1.466  0.113
H 1.518 0.623 -1.006  0.105
O 3.468 -0.683 -0.138  0.063
H 2.490 4.520 -1.448  0.080
H 1.093 4.428 -0.366  0.082
H 1.394 3.139 -1.538  0.068

SMILES string ... CCOC(=O)CSc1nnc(-c2ccc(S(=O)(=O)N3CCC(C)CC3)cc2)o1
Molar mass ... 425.5 g/mol
ΔE to the lowest compared entry with this formula, charge and spin ... 55.68 kcal/mol
Spin multiplicity ... 1

***

A 2-piece molecular cluster, C6H8BNS2 overall in a non-equilibrium geometry, computed with ωB97M-V/def2-TZVPD.

Last column: Löwdin charge in e.
Cartesian coordinates (Å):
B -0.262 0.005 -0.801  -0.766
C 1.813 0.103 3.614  -0.130
C 2.657 0.907 2.868  -0.152
C 0.687 -0.096 2.811  -0.232
C 2.030 1.149 1.683  -0.250
C -1.740 -0.360 -2.928  -0.495
C -2.387 -1.138 -1.808  -0.461
N 0.795 0.635 1.696  0.005
S -0.553 0.890 -2.254  0.914
S -1.155 -1.419 -0.391  0.904
H 1.922 -0.180 4.601  0.061
H 3.675 1.244 3.213  0.106
H -0.118 -0.815 3.032  0.094
H 2.357 1.595 0.805  0.066
H -1.346 -1.069 -3.733  0.118
H -2.391 0.394 -3.421  0.074
H -3.309 -0.772 -1.542  0.049
H -2.503 -2.266 -2.016  0.097

Molar mass ... 169.1 g/mol
ΔE to the lowest compared entry with this formula, charge and spin ... 53.46 kcal/mol
Spin multiplicity ... 1

***

An isolated ion of composition C19H32BF4INO5 and charge -1 in a non-equilibrium geometry, computed with ωB97M-V/def2-TZVPD.

Last column: Löwdin charge in e.
Cartesian coordinates (Å):
C 1.266 4.529 0.406  -0.106
C 0.159 3.585 -0.105  -0.241
C 0.665 2.366 -0.913  -0.177
C -0.418 1.249 -0.927  -0.066
C -0.270 0.106 0.061  -0.328
C 0.093 0.474 1.530  0.013
C 1.452 1.104 1.749  -0.459
O 1.511 2.195 2.229  0.096
N 2.654 0.428 1.446  -0.162
C 3.785 1.327 1.290  -0.084
C 2.935 -0.681 2.378  -0.041
O -1.596 -0.425 0.064  0.014
B -1.690 -1.848 0.463  -0.739
C -2.380 -1.837 1.954  -0.075
C -3.653 -0.940 2.023  -0.346
C -3.355 0.474 2.450  -0.598
I -5.244 1.593 2.397  0.630
C -2.529 -2.893 -0.502  -0.322
F -2.704 -2.502 -1.806  0.068
F -3.789 -3.196 -0.042  0.065
C -1.812 -4.253 -0.562  -0.319
F -2.658 -5.138 -1.189  0.038
F -1.628 -4.757 0.652  0.110
O -0.261 -2.244 0.361  -0.001
C 0.544 -1.216 -0.216  -0.214
C 0.987 -1.691 -1.617  -0.094
C 0.048 -1.451 -2.812  -0.158
C 0.602 -0.635 -4.007  -0.088
C 1.358 0.632 -3.723  -0.577
O 1.033 1.643 -4.258  0.094
O 2.428 0.633 -2.933  0.105
H 1.110 4.671 1.475  0.060
H 1.185 5.526 -0.021  0.058
H 2.265 4.120 0.289  0.052
H -0.477 4.144 -0.795  0.103
H -0.501 3.266 0.696  0.092
H 1.658 2.033 -0.610  0.084
H 0.759 2.726 -1.938  0.092
H -0.560 0.937 -1.957  0.103
H -1.352 1.740 -0.659  0.125
H -0.642 1.193 1.878  0.116
H 0.065 -0.425 2.142  0.127
H 4.144 1.721 2.248  0.088
H 3.561 2.136 0.606  0.065
H 4.602 0.758 0.841  0.085
H 2.589 -1.619 1.949  0.080
H 2.407 -0.494 3.317  0.096
H 3.994 -0.740 2.607  0.081
H -1.716 -1.487 2.756  0.089
H -2.691 -2.842 2.260  0.089
H -4.234 -1.005 1.107  0.089
H -4.279 -1.380 2.806  0.091
H -2.728 1.000 1.749  0.012
H -3.011 0.571 3.473  0.043
H -0.900 -4.229 -1.150  0.151
H 1.442 -1.326 0.391  0.104
H 2.011 -1.353 -1.780  0.101
H 1.091 -2.770 -1.511  0.107
H -0.205 -2.422 -3.239  0.106
H -0.912 -1.027 -2.540  0.098
H 1.219 -1.235 -4.681  0.123
H -0.250 -0.340 -4.608  0.119
H 2.821 1.518 -2.939  0.130

Total charge ... -1
Molar mass ... 568.2 g/mol
Spin multiplicity ... 1
Energy ... -51600.5828 eV

***

Question: Which of these has the lowest molar mass?
Answer: C9H14O